119
Properties=species:S:1:pos:R:3:forces:R:3 method="wB97M-V/def2-TZVPD" charge=-2
Bi 2.36646 2.20813 2.07227 0.1251 -0.9804 -0.2636
O 3.74773 8.46046 4.70972 -0.0676 -0.1405 0.1521
C 3.46706 7.24535 4.15249 0.0092 0.0494 0.0446
C 3.55446 7.03085 2.78162 -0.0013 -0.0347 -0.0548
C 3.25676 5.76959 2.29894 0.0278 -0.0065 -0.0374
N 2.90619 4.77928 3.10796 -0.0713 -0.0796 -0.2337
C 2.81055 5.00365 4.38671 0.1199 0.2207 -0.0624
Br 2.22815 3.49343 5.34034 -0.1311 -0.0890 0.7744
C 3.07624 6.21912 4.99605 -0.0154 -0.0572 0.1008
H 4.00993 9.05936 4.00850 0.0599 0.1286 -0.1332
H 3.84803 7.83242 2.11373 -0.0005 -0.0210 -0.0268
H 3.26998 5.50400 1.24685 0.0100 0.0257 -0.0105
H 2.98846 6.36524 6.06211 0.0028 0.0089 -0.0092
C -0.43104 5.38485 -0.01555 -0.0413 0.0418 -0.1034
C -1.45236 4.37262 0.42158 0.0223 0.0330 -0.0514
C -1.70137 4.14925 1.77039 -0.0338 -0.0825 -0.0204
C -2.50195 3.10177 2.20026 0.0388 0.0174 0.0146
C -2.75064 2.90052 3.67113 0.0335 -0.0258 -0.0124
C -3.03966 2.22198 1.24896 -0.0256 0.0653 -0.0322
C -2.92428 2.51896 -0.11169 -0.0487 0.0284 0.0582
C -3.62415 1.70286 -1.17030 -0.0094 -0.0082 -0.0416
C -2.13063 3.59357 -0.50322 -0.0052 0.0330 0.0391
C -3.66447 0.94310 1.70620 0.0061 -0.0005 -0.0650
C -4.95948 0.96766 2.21067 0.0101 0.0090 -0.0294
C -5.56299 -0.18708 2.68202 -0.0105 0.0100 0.0141
C -4.86642 -1.37940 2.62942 0.0319 -0.0042 -0.0149
C -3.57043 -1.43295 2.11242 0.0243 0.1149 0.0024
C -2.94142 -0.26870 1.64549 -0.0759 -0.1237 0.0224
Ge -0.98364 -0.20345 1.19777 -0.1521 0.2523 0.2902
S -0.13054 0.78319 2.92142 0.2684 -0.0975 -0.1574
S -0.51992 0.71799 -0.81469 0.1277 0.0303 0.1046
Ge 1.23218 -0.67088 -0.65187 -0.0301 -0.1855 -0.2599
S 2.96245 0.02375 0.38928 0.1168 0.0988 0.5628
S 0.00390 -2.14702 0.58445 0.0179 -0.0016 0.0391
C 1.78546 -1.31970 -2.47646 -0.0308 0.1240 -0.0930
C 1.16438 -2.38577 -3.14591 0.1457 -0.0306 0.1113
C 1.64693 -2.82921 -4.38160 -0.0270 0.0067 -0.0066
C 2.72260 -2.21963 -4.99593 -0.0267 -0.0282 -0.0080
C 3.31048 -1.13489 -4.37543 -0.0151 0.0492 0.0598
C 2.85644 -0.67145 -3.14196 -0.1600 0.1479 -0.0426
C 3.53024 0.57136 -2.64676 0.0762 0.0257 0.0086
C 2.88739 1.80674 -2.68742 -0.0424 -0.0713 0.0749
C 1.48746 1.99687 -3.21317 0.0038 0.0230 -0.0475
C 3.52566 2.92018 -2.14258 0.0299 0.0093 0.0188
C 4.78533 2.83986 -1.58090 -0.0191 0.0379 -0.0354
C 5.41288 4.01698 -0.88672 -0.0198 0.0055 0.0030
C 5.44280 1.61121 -1.61716 -0.0340 -0.0366 -0.0129
C 4.83833 0.48279 -2.14005 -0.0073 0.0110 0.0515
C 5.51892 -0.85332 -2.00379 -0.0042 -0.0294 -0.0196
C -0.01284 -3.19761 -2.69369 -0.0632 -0.0758 -0.0780
C 0.19065 -4.39294 -2.00697 0.0183 0.0025 0.0029
C 1.49934 -4.71149 -1.33327 0.0065 0.0074 0.0269
C -0.83887 -5.32899 -1.94962 0.0005 0.0224 -0.0130
C -2.06812 -5.09918 -2.54258 0.0276 0.0047 -0.0092
C -3.13507 -6.16253 -2.55786 -0.0058 0.0006 -0.0051
C -2.28440 -3.86176 -3.14234 0.0513 -0.0035 0.0292
C -1.27741 -2.90961 -3.22908 0.0063 -0.0634 -0.0538
C -1.52968 -1.60589 -3.93769 -0.0070 0.0136 0.0444
C -2.95071 -2.79109 2.04529 0.0866 -0.0081 0.0737
C -2.14957 -3.29415 3.06998 -0.0422 0.0657 -0.0909
C -1.76697 -2.47266 4.27215 0.0381 0.0207 -0.0029
C -1.65517 -4.59387 2.95643 -0.0181 -0.0187 -0.0153
C -1.95587 -5.39874 1.87239 0.0239 -0.0096 0.0286
C -1.39513 -6.79089 1.75155 0.0146 -0.0273 -0.0036
C -2.77134 -4.88275 0.86930 -0.0180 0.0736 -0.0066
C -3.25482 -3.58709 0.93230 0.0022 -0.0476 -0.0284
C -4.05880 -3.01163 -0.20209 0.0290 0.0143 0.0314
H -0.00696 5.90197 0.84497 -0.0196 0.0339 0.0036
H -0.85699 6.12150 -0.70350 -0.0359 0.0096 -0.0023
H 0.39968 4.87043 -0.50281 -0.0137 -0.0333 0.0705
H -1.19698 4.76280 2.50926 -0.0040 0.0142 0.0120
H -2.18133 3.62714 4.25239 0.0020 -0.0102 -0.0045
H -2.43711 1.90346 3.98188 -0.0036 -0.0087 -0.0085
H -3.81118 3.01860 3.91192 0.0070 0.0114 0.0025
H -4.15568 0.85196 -0.74560 0.0067 -0.0027 -0.0048
H -2.91075 1.31926 -1.90281 -0.0454 0.0430 0.0283
H -4.35044 2.32708 -1.69910 -0.0166 -0.0052 0.0030
H -1.97430 3.76523 -1.56461 0.0004 0.0160 0.0006
H -5.48773 1.91442 2.23554 -0.0064 -0.0009 0.0025
H -6.56887 -0.15569 3.08470 -0.0059 -0.0036 0.0025
H -5.31867 -2.29959 2.98385 -0.0145 0.0040 0.0044
H 1.14680 -3.66859 -4.85267 0.0133 0.0002 -0.0146
H 3.08527 -2.57352 -5.95415 -0.0022 -0.0091 -0.0023
H 4.13149 -0.60571 -4.84579 -0.0012 -0.0085 -0.0096
H 1.06237 1.08370 -3.62948 0.0114 -0.0013 0.0028
H 1.47097 2.76452 -3.99267 0.0269 -0.0102 -0.0005
H 0.83714 2.33186 -2.40227 0.0219 0.0273 -0.0381
H 2.98136 3.85790 -2.09654 0.0002 -0.0060 0.0154
H 4.75946 4.89001 -0.93733 -0.0057 -0.0007 -0.0331
H 6.37589 4.27849 -1.33568 -0.0011 -0.0048 0.0159
H 5.58287 3.77871 0.16748 0.0189 -0.0005 -0.0234
H 6.41330 1.51864 -1.14024 0.0015 0.0010 -0.0064
H 6.48119 -0.73935 -1.50392 -0.0054 0.0043 -0.0114
H 5.68051 -1.34385 -2.96696 0.0068 0.0094 0.0050
H 4.90100 -1.51837 -1.39415 0.0121 0.0098 -0.0031
H 2.22097 -3.90355 -1.43983 -0.0014 -0.0199 -0.0059
H 1.94257 -5.62429 -1.74074 -0.0055 0.0048 0.0072
H 1.32973 -4.85937 -0.26388 0.0126 -0.0038 -0.0166
H -0.65645 -6.27254 -1.44228 -0.0211 0.0016 -0.0026
H -2.80935 -7.05195 -2.01565 -0.0030 0.0119 0.0007
H -3.37437 -6.46292 -3.58142 0.0099 0.0040 0.0083
H -4.06343 -5.81344 -2.10024 -0.0222 0.0220 0.0146
H -3.25399 -3.64173 -3.58010 -0.0041 0.0003 -0.0037
H -2.56099 -1.55258 -4.29071 0.0121 -0.0036 0.0040
H -0.86065 -1.48283 -4.79307 -0.0105 0.0068 0.0211
H -1.35292 -0.76719 -3.26029 0.0207 0.0279 0.0088
H -2.18832 -1.47100 4.24225 -0.0401 0.0212 -0.0092
H -0.68299 -2.35072 4.30949 0.0100 0.0027 0.0090
H -2.09043 -2.96221 5.19582 0.0148 0.0051 -0.0278
H -1.00127 -4.97112 3.73685 0.0045 -0.0103 0.0067
H -0.76994 -7.03979 2.60987 -0.0118 0.0031 0.0013
H -0.78024 -6.88566 0.85272 -0.0091 0.0128 0.0195
H -2.19104 -7.53748 1.68263 0.0053 0.0096 -0.0019
H -3.00543 -5.49033 0.00234 0.0148 -0.0009 0.0508
H -4.22325 -3.75794 -0.97537 -0.0176 -0.0559 -0.0595
H -3.52157 -2.17148 -0.65185 -0.0012 -0.0153 -0.0085
H -5.02410 -2.63215 0.13940 0.0038 -0.0012 -0.0075
Br 5.62336 2.46155 2.65384 -0.2010 0.0981 -0.0555
O 1.76817 3.45511 0.76868 -0.0606 0.3559 -0.5525

116
Properties=species:S:1:pos:R:3:forces:R:3 method="wB97M-V/def2-TZVPD" charge=+2
Y -0.28464 -0.77200 0.23102 0.4580 -0.4799 -0.0444
O 1.05450 -2.30308 -0.70627 -0.1727 0.0183 0.0250
S 2.19739 -1.79677 -1.61844 -0.0158 0.0012 -0.0779
C 1.83066 -2.64022 -3.13515 0.0040 0.0153 -0.0046
C 2.46131 -3.77749 -3.61928 -0.0159 0.0418 0.0202
C 2.02187 -4.32303 -4.81553 0.0006 -0.0100 0.0040
C 0.95824 -3.74787 -5.49632 -0.0006 -0.0088 -0.0098
C 0.29759 -2.65073 -4.96541 -0.0147 0.0053 0.0110
C 0.71934 -2.07530 -3.77167 0.0072 -0.0132 0.0484
P -0.32079 -0.75082 -2.99295 -0.0528 0.0168 -0.0309
C -0.20815 0.59215 -4.21093 0.0020 0.0317 0.0139
C -1.16967 1.60413 -4.24881 0.0125 -0.0121 0.0280
C -1.03252 2.66712 -5.12694 0.0060 -0.0040 -0.0001
C 0.07565 2.74770 -5.95884 0.0040 -0.0048 -0.0011
C 1.04633 1.75878 -5.91185 -0.0073 -0.0079 0.0059
C 0.90634 0.68409 -5.04544 -0.0030 -0.0017 0.0086
C -1.94394 -1.57638 -3.13952 0.0167 0.0364 0.0030
C -3.00313 -1.13010 -3.92008 0.0011 -0.0189 -0.0257
C -4.21289 -1.81449 -3.90231 0.0051 -0.0039 -0.0047
C -4.37037 -2.94512 -3.11550 -0.0011 0.0106 0.0031
C -3.30925 -3.40632 -2.34605 0.0155 -0.0019 -0.0089
C -2.10370 -2.72371 -2.35584 -0.0167 0.0201 0.0227
C 3.62866 -2.49848 -0.84053 0.0144 0.0302 -0.0141
C 4.75528 -2.85445 -1.56770 -0.0442 -0.0141 -0.0110
C 5.86296 -3.35290 -0.89843 0.0004 -0.0015 0.0061
C 5.83651 -3.47067 0.48094 0.0171 -0.0014 -0.0058
C 4.73705 -3.02360 1.20008 -0.0078 0.0179 0.0186
C 3.61477 -2.50119 0.56202 -0.0301 -0.0257 0.0168
P 2.33661 -1.63303 1.58084 0.0373 0.0934 -0.0333
C 3.31178 -1.08492 3.00838 -0.0604 0.0099 -0.0132
C 4.05174 0.08591 2.83898 -0.0109 -0.0052 -0.0038
C 4.85051 0.56217 3.86571 0.0048 0.0059 -0.0010
C 4.90086 -0.11872 5.07561 -0.0093 -0.0057 -0.0114
C 4.16264 -1.28077 5.25197 -0.0122 -0.0036 -0.0073
C 3.37195 -1.76924 4.22031 0.0185 0.0030 -0.0016
C 1.19400 -2.90317 2.21125 -0.0569 0.0906 0.0374
C 1.05775 -4.17061 1.64777 0.0072 -0.0495 0.0062
C 0.09156 -5.04246 2.12714 0.0033 -0.0027 -0.0106
C -0.74869 -4.65952 3.16528 0.0079 0.0165 0.0166
C -0.62357 -3.39839 3.73028 0.0048 -0.0248 -0.0096
C 0.33871 -2.52105 3.25151 -0.0083 -0.0234 -0.0105
H 3.26254 -4.25127 -3.07439 0.0495 0.0093 0.0168
H 2.50633 -5.20641 -5.20846 -0.0003 0.0019 -0.0026
H 0.62223 -4.17367 -6.43219 0.0034 0.0003 0.0004
H -0.56656 -2.24351 -5.47631 0.0024 -0.0015 -0.0009
H -2.02404 1.57378 -3.58850 0.0078 0.0145 -0.0133
H -1.79226 3.43710 -5.15700 -0.0005 -0.0026 0.0031
H 0.18223 3.57967 -6.64181 -0.0004 -0.0009 0.0010
H 1.91312 1.81681 -6.55636 0.0011 0.0001 0.0010
H 1.66932 -0.08339 -5.03223 0.0037 -0.0019 -0.0048
H -2.89351 -0.25941 -4.55190 -0.0016 0.0009 -0.0006
H -5.03284 -1.46253 -4.51406 0.0008 -0.0003 0.0025
H -5.31377 -3.47401 -3.11005 -0.0005 0.0001 0.0011
H -3.41861 -4.30289 -1.74944 -0.0045 -0.0050 0.0006
H -1.26573 -3.11298 -1.78035 0.0079 -0.0120 -0.0155
H 4.78265 -2.73830 -2.64153 -0.0197 -0.0248 -0.0329
H 6.74007 -3.64599 -1.45875 0.0023 0.0013 0.0033
H 6.69068 -3.87295 1.00832 -0.0021 -0.0072 -0.0031
H 4.77012 -3.04959 2.28116 -0.0004 0.0004 -0.0037
H 4.00631 0.62383 1.89687 -0.0003 0.0077 0.0056
H 5.42961 1.46548 3.72629 -0.0012 -0.0011 -0.0006
H 5.51846 0.25624 5.88067 0.0007 -0.0019 0.0002
H 4.20768 -1.81447 6.19192 -0.0003 0.0002 -0.0007
H 2.81221 -2.68480 4.36275 -0.0112 -0.0055 0.0049
H 1.70859 -4.47689 0.83893 -0.0023 0.0016 0.0103
H -0.00124 -6.02956 1.69395 0.0029 0.0008 -0.0008
H -1.49568 -5.34763 3.53770 0.0010 -0.0001 0.0017
H -1.26839 -3.09993 4.54688 -0.0017 -0.0002 -0.0027
H 0.44862 -1.54542 3.71319 0.0060 0.0089 0.0099
C 1.55471 2.71664 3.32279 -0.0117 0.0023 -0.0043
C 0.83651 1.37718 3.10963 0.0438 0.0533 -0.0138
Ge -1.06084 1.63425 3.48046 -0.0401 -0.0505 -0.0116
C -1.47922 1.51344 5.36967 -0.0229 0.0243 -0.0112
C -2.88249 2.00839 5.72718 0.0231 -0.0277 0.0115
C -1.93454 3.03379 2.52677 -0.0121 0.1143 0.0537
C -2.03006 3.20425 1.19918 0.0440 -0.1291 0.0424
Ge -1.35062 1.87505 -0.14006 -0.0149 0.2945 -0.0708
C -2.99270 1.65975 -1.25724 0.0032 0.0236 0.0211
C -4.23139 1.47714 -0.37885 -0.0007 -0.0026 -0.0250
C 0.17373 2.77985 -1.07983 0.0127 -0.0122 0.0222
C 1.48299 2.03632 -0.81321 0.0078 0.0435 -0.0221
C -2.76384 4.38450 0.66559 -0.0215 0.0281 -0.0109
C -3.84366 4.93882 1.35994 -0.0558 -0.0374 0.0398
C -4.52171 6.04099 0.86853 -0.0015 0.0310 -0.0458
C -4.13773 6.61995 -0.33392 -0.0029 -0.0213 0.0350
C -3.07999 6.07401 -1.04417 -0.0053 0.0016 0.0120
C -2.41110 4.96215 -0.55476 0.0741 -0.0013 -0.0583
H 2.62953 2.60716 3.18029 0.0038 0.0030 0.0000
H 1.40100 3.09727 4.33452 0.0055 0.0018 0.0011
H 1.19288 3.47429 2.62583 -0.0016 -0.0012 0.0016
H 1.24127 0.61550 3.77939 0.0037 -0.0051 -0.0046
H 1.02022 1.04541 2.07814 -0.0994 -0.0130 0.1242
H -0.71313 2.08333 5.90175 -0.0185 0.0169 0.0180
H -1.34329 0.47074 5.66676 0.0204 0.0007 -0.0041
H -3.00573 3.06667 5.49795 0.0021 0.0014 -0.0057
H -3.07288 1.88076 6.79215 -0.0107 0.0006 -0.0033
H -3.65425 1.45937 5.18528 -0.0017 -0.0014 -0.0010
H -2.34461 3.79312 3.19254 -0.0300 0.0323 -0.0465
H -2.87411 0.77537 -1.88903 -0.0133 0.0051 0.0018
H -3.12648 2.51975 -1.91761 0.0156 0.0214 0.0078
H -4.09527 0.67434 0.35123 -0.0021 -0.0200 0.0056
H -5.10716 1.22300 -0.97819 -0.0103 0.0044 0.0067
H -4.46390 2.38687 0.17552 -0.0006 -0.0228 -0.0175
H 0.26766 3.80748 -0.72595 0.0402 -0.0334 0.0069
H -0.01335 2.82983 -2.15326 -0.0130 0.0113 -0.0320
H 1.73833 2.03056 0.25164 -0.0078 0.0086 -0.0105
H 2.33239 2.47310 -1.34413 0.0124 -0.0079 0.0148
H 1.43334 0.99047 -1.15722 -0.0097 -0.0296 -0.0238
H -4.19043 4.48594 2.28041 0.0525 -0.0369 0.0116
H -5.35958 6.44421 1.42167 0.0000 0.0018 -0.0012
H -4.66599 7.48290 -0.71619 -0.0001 -0.0003 -0.0029
H -2.77257 6.51408 -1.98383 0.0007 0.0004 0.0005
H -1.58834 4.55657 -1.12948 -0.0699 0.0146 0.0261
S -2.63428 -2.00721 0.93395 -0.0098 0.0891 0.1514
C -2.25855 -0.90451 2.08399 -0.1515 -0.1242 -0.0560
N -1.84021 -0.07568 2.78966 0.1233 0.0251 -0.0672

Electronic energy list, top to bottom, in a.u.: -13366.83867, -7852.81978
HOMO-LUMO gap list, top to bottom, in eV: 5.9, 7.0
Max |F| list, top to bottom, in Eh/bohr: 0.01989, 0.01293